Record 1
Density functional theory data (ωB97M-V with the def2-TZVPD basis set) for one molecule with the formula C19H30N2O3.

The geometry in XYZ format:
```
54
Properties=species:S:1:pos:R:3:forces:R:3
C 0.144101 2.749677 -1.399367 -0.10 -0.06 0.01
H -0.495981 3.487965 -0.902078 -0.01 -0.02 0.01
O 1.487996 3.171388 -1.405512 0.26 0.08 -0.03
C 2.042065 3.274232 -0.116102 -0.08 0.19 0.04
H 1.380947 3.847388 0.549225 0.13 -0.14 -0.04
C 2.327312 1.940722 0.587656 -0.09 0.36 -0.12
O 1.930847 1.759867 1.729018 -0.12 0.04 0.28
N 3.059653 1.032201 -0.082536 0.13 -0.21 0.02
C 3.518793 1.199677 -1.441369 -0.03 0.12 -0.31
H 3.746175 2.241872 -1.650591 0.03 -0.06 -0.06
H 2.767098 0.867520 -2.161144 0.09 0.02 -0.06
H 4.423161 0.606590 -1.578363 0.01 0.02 0.02
C 3.365730 -0.237797 0.547966 -0.15 -0.35 0.15
H 4.438528 -0.428781 0.433842 -0.04 0.02 0.01
C 2.568213 -1.408537 -0.037847 0.12 0.13 0.42
C 3.119312 -2.749056 0.444191 -0.08 0.06 -0.37
C 2.261379 -3.871074 -0.131322 -0.08 -0.02 0.31
C 0.794838 -3.663486 0.236988 0.14 -0.19 -0.22
N 0.334323 -2.381447 -0.263202 -0.07 -0.12 0.06
C 1.096292 -1.311592 0.355636 0.20 0.13 -0.35
H 0.686313 -0.354918 0.032798 -0.04 0.06 0.07
H 1.012587 -1.347298 1.457540 -0.02 0.03 0.01
C -1.094153 -2.183733 -0.080459 0.02 0.13 -0.12
H -1.313490 -1.812604 0.933510 -0.02 -0.06 -0.02
C -1.660556 -1.198984 -1.118809 0.00 -0.04 0.29
C -2.910468 -0.542878 -0.610785 0.17 0.07 -0.03
C -4.163637 -0.918089 -1.058238 0.05 0.09 0.07
C -5.313491 -0.327285 -0.557727 -0.19 0.02 0.03
C -5.207561 0.652693 0.408792 -0.10 -0.08 -0.09
C -3.963324 1.046497 0.875044 0.27 0.15 0.18
C -2.811613 0.456312 0.372706 -0.15 -0.08 -0.09
O -1.545253 0.780930 0.764558 -0.19 -0.32 -0.32
C -1.367292 1.694991 1.821931 0.13 0.18 0.28
H -1.865030 1.351192 2.733809 -0.04 0.01 -0.04
H -1.741011 2.690321 1.559420 -0.03 -0.03 0.00
H -0.291478 1.742071 1.994151 -0.14 0.05 0.01
H -3.903653 1.814558 1.630228 0.05 0.06 0.06
H -6.094408 1.120910 0.809823 -0.07 0.04 0.03
H -6.282859 -0.633824 -0.920424 -0.09 -0.02 -0.03
H -4.240098 -1.687641 -1.812915 0.02 -0.08 -0.09
H -1.860798 -1.728640 -2.050250 0.03 0.03 -0.03
H -0.912651 -0.432556 -1.320735 0.07 -0.03 -0.06
H -1.600423 -3.145165 -0.195142 0.01 0.02 0.04
H 0.189636 -4.450857 -0.220037 -0.02 0.03 0.08
H 0.679938 -3.736030 1.335127 -0.04 -0.01 -0.02
H 2.597619 -4.839003 0.244431 0.01 -0.04 -0.04
H 2.351390 -3.873448 -1.218783 0.00 -0.06 -0.05
H 4.158923 -2.870981 0.131951 0.06 0.02 0.06
H 3.088044 -2.783058 1.535815 0.04 0.01 0.10
H 2.633749 -1.383228 -1.129930 -0.02 0.01 -0.04
H 3.136994 -0.131372 1.610816 0.11 -0.06 -0.09
H 2.982428 3.824455 -0.226971 -0.07 -0.04 0.06
H 0.022083 1.787729 -0.892528 -0.04 -0.02 -0.01
H -0.155278 2.655732 -2.441399 -0.07 -0.03 0.04
```
Forces are in eV/Å.

As for the HOMO-LUMO gap: 0.3362 Eh. Its charge is 0. As for the structure (SMILES): COCC(=O)N(C)C[C@H]1CCCN(CCc2ccccc2OC)C1.

Record 2
Density functional theory data (ωB97M-V with the def2-TZVPD basis set) for C19H30N4P2PdS as an isolated structure.

The geometry in XYZ format:
```
57
Properties=species:S:1:pos:R:3:forces:R:3
Pd 1.094629 -0.111591 -0.473724 0.60 -0.15 -0.51
C 1.416473 -2.591057 -2.961020 0.01 0.01 -0.01
P 1.660600 -2.162893 -1.204303 -0.09 0.12 0.11
C 3.298386 -2.887465 -0.864518 0.01 0.00 0.00
C 0.496475 -3.260383 -0.322652 0.01 -0.03 -0.03
C 0.541027 -4.642446 -0.517462 0.01 -0.03 0.00
C -0.332078 -5.480111 0.150632 0.02 -0.01 -0.01
C -1.257394 -4.929974 1.028217 -0.01 0.03 0.02
C -1.300498 -3.558866 1.219307 0.00 -0.02 -0.01
C -0.431543 -2.689618 0.549715 0.01 -0.26 -0.11
P -0.472334 -0.782854 0.881278 -0.50 0.19 0.68
C -0.009118 -1.019554 2.638800 -0.02 -0.08 -0.11
C -2.306890 -0.699763 0.741962 0.03 -0.12 -0.04
H 1.561718 -3.656395 -3.147366 0.00 0.00 0.00
H 2.125428 -2.021548 -3.563293 0.00 0.00 0.00
H 0.407786 -2.306979 -3.259523 0.00 0.00 0.00
H 3.354872 -3.933786 -1.168188 0.01 0.00 0.00
H 3.506889 -2.808200 0.201641 0.00 0.00 0.00
H 4.052592 -2.313485 -1.403927 0.00 0.00 0.00
H 1.266633 -5.071781 -1.200200 0.00 0.00 0.00
H -0.292261 -6.550408 -0.005841 0.00 0.00 0.00
H -1.944250 -5.572921 1.564768 0.00 0.01 0.00
H -2.028637 -3.162158 1.916003 -0.01 -0.02 0.01
H -0.750088 -1.649878 3.132274 0.01 0.02 0.01
H 0.061733 -0.061957 3.144684 0.02 0.04 0.01
H 0.946816 -1.542915 2.681477 0.01 0.03 0.02
H -2.753618 -1.231143 1.581780 -0.01 0.02 0.00
H -2.633025 -1.202327 -0.169514 -0.01 0.03 0.01
H -2.670883 0.324572 0.744647 0.05 0.02 0.01
N 2.616152 2.194779 1.249880 -0.05 0.06 -0.01
N 2.054599 3.141889 0.385564 0.00 -0.03 0.10
C 1.929817 2.884777 -0.922273 0.08 -0.03 0.00
N 1.275051 3.826131 -1.632447 -0.12 -0.04 -0.01
S 2.563954 1.511528 -1.690666 0.13 0.11 -0.12
H 1.854621 1.605227 1.589914 -0.02 -0.04 0.00
H 3.069520 2.689250 2.006454 0.03 -0.01 -0.01
H 1.383743 3.790438 0.782063 -0.01 0.01 -0.03
H 0.610888 4.424591 -1.158587 0.00 0.02 0.00
H 1.007887 3.540678 -2.559286 0.01 0.01 -0.01
C -1.267364 0.999978 -2.119265 0.06 -0.01 0.16
C -1.426473 2.061013 -1.053640 0.03 -0.05 -0.04
C -2.106189 3.215767 -1.444423 0.01 0.00 0.00
C -2.300718 4.290951 -0.599046 0.02 0.05 0.02
C -1.843688 4.188169 0.708306 -0.03 0.00 0.01
C -1.189610 3.048115 1.147284 -0.01 -0.09 -0.01
C -0.780523 2.935074 2.591440 0.10 0.02 -0.04
C -0.906574 1.965256 0.263030 -0.05 0.39 0.19
N -0.119810 0.963928 0.829966 -0.27 -0.08 -0.27
H -2.025278 1.144369 -2.890523 0.03 -0.01 -0.01
H -1.380436 -0.008738 -1.728966 -0.02 -0.07 0.00
H -0.281451 1.044906 -2.591118 0.00 0.01 -0.01
H -2.485668 3.266729 -2.459953 0.00 -0.02 0.01
H -2.824178 5.176186 -0.936143 0.00 -0.01 -0.01
H -2.025593 4.994799 1.410439 0.01 0.00 0.01
H -1.117158 3.802708 3.159037 0.00 0.01 0.00
H 0.303664 2.843322 2.699769 -0.01 0.00 0.05
H -1.198625 2.036063 3.047535 -0.02 0.00 -0.02
```
Forces are in eV/Å.

As for the HOMO-LUMO gap: 0.2818 Eh. Its charge is 0.

Record 3
Density functional theory data (ωB97M-V with the def2-TZVPD basis set) for C19H31F9NiOP2 as an isolated structure at a distorted geometry.

The geometry in XYZ format:
```
63
Properties=species:S:1:pos:R:3:forces:R:3
P -1.147568 1.096483 0.393471 -0.22 -0.11 -0.25
P 1.445512 -0.560681 0.742155 0.38 -0.01 0.36
C -0.644771 -0.013619 -1.013813 -0.21 0.15 0.09
C 0.183103 -1.190501 -0.472681 0.07 0.24 0.25
H -0.033181 0.597816 -1.688401 -0.05 -0.06 0.03
H -1.516243 -0.360485 -1.581635 0.17 0.02 0.00
H -0.463530 -1.881995 0.081169 0.05 0.05 -0.05
H 0.655568 -1.758254 -1.283061 -0.05 0.07 0.13
C 2.895338 -0.174265 -0.322225 -0.15 -0.05 0.01
H 3.757227 0.024652 0.321276 -0.11 -0.01 -0.08
H 2.689195 0.732835 -0.897015 0.04 -0.11 0.03
H 3.132574 -0.996592 -1.006331 -0.03 0.10 0.09
C 1.999088 -2.086482 1.599516 -0.03 0.02 -0.18
H 2.259645 -2.883403 0.894529 -0.02 0.07 0.10
H 1.202859 -2.430595 2.265130 0.10 0.01 -0.08
H 2.872471 -1.844492 2.212015 -0.11 -0.03 -0.07
C -1.706902 2.623462 -0.457950 0.04 -0.26 -0.24
H -2.207435 3.316681 0.226800 0.18 -0.22 -0.05
H -2.388707 2.350930 -1.268055 -0.07 0.13 0.03
H -0.835448 3.115747 -0.899069 -0.10 0.03 0.13
C -2.740781 0.367574 0.954321 0.12 0.02 -0.09
H -2.541822 -0.560803 1.496719 -0.06 0.08 -0.07
H -3.416819 0.165440 0.115943 0.07 0.04 0.11
H -3.218746 1.065486 1.647727 0.06 -0.08 -0.06
Ni 0.540711 1.162508 1.907288 -0.48 -0.72 -1.36
C -0.211115 -3.905011 -3.586463 0.23 0.30 -0.09
C 0.639155 -3.000475 -4.086411 -0.25 -0.25 0.18
C 0.503857 -2.096707 -5.283738 -0.12 0.04 -0.13
C -0.917150 -1.873295 -5.846779 0.14 -0.09 0.03
C -1.865537 -1.271711 -4.837702 -0.18 -0.15 0.31
C -2.590676 -1.888124 -3.896768 0.23 0.20 -0.27
C -2.698586 -3.351343 -3.555920 0.07 -0.15 -0.05
C -1.586056 -4.285736 -4.080571 -0.13 0.09 -0.01
C -0.272714 2.800535 2.974753 -2.18 3.09 -0.80
H 0.109526 -4.424036 -2.683023 -0.01 0.06 -0.11
H 1.585785 -2.882560 -3.557363 -0.10 -0.04 -0.05
H 1.149957 -2.474045 -6.091990 -0.10 0.06 0.15
H 0.924836 -1.119197 -5.009250 -0.06 -0.12 -0.03
H -0.830079 -1.183966 -6.694876 -0.02 -0.10 0.12
H -1.308268 -2.806270 -6.256738 0.05 0.18 0.03
H -1.939465 -0.184610 -4.871867 -0.02 -0.12 0.02
H -3.207603 -1.247666 -3.265161 0.05 -0.05 -0.10
H -3.672534 -3.729340 -3.904561 0.16 0.08 0.06
H -2.731531 -3.433810 -2.460414 0.01 0.01 -0.13
H -1.813436 -5.298337 -3.726804 0.04 0.15 -0.06
H -1.620457 -4.333356 -5.170561 0.01 -0.04 0.18
H -0.215470 2.614448 4.052919 -5.19 1.73 0.11
H -1.314286 3.039566 2.723803 -1.10 -0.48 -0.46
H 0.337819 3.687135 2.754641 -1.34 0.38 -0.65
F 3.420892 1.560235 4.536575 -0.45 2.09 0.26
C 2.949573 2.855962 4.672968 1.35 -0.13 -0.13
F 3.542952 3.406745 5.796444 -0.44 -0.92 -1.91
F 3.378398 3.568475 3.565519 -0.47 -1.13 1.77
C 1.384447 2.870500 4.747582 2.59 -0.60 1.36
O 1.034124 2.161334 3.568278 8.05 -3.01 2.35
C 0.973595 2.010672 6.014499 -0.31 -0.49 1.04
F 1.554217 2.499850 7.172308 -1.02 -1.06 -1.55
F -0.397909 2.010049 6.211093 2.05 -0.10 -0.26
F 1.375864 0.695539 5.855019 -0.81 2.13 0.40
C 0.977316 4.414726 4.992057 -0.90 1.08 -0.10
F 1.530251 4.884268 6.170982 -0.92 -0.70 -1.90
F 1.441602 5.237220 3.977956 -0.84 -1.26 1.67
F -0.392628 4.594891 5.111741 2.32 -0.02 -0.04
```
Forces are in eV/Å.

As for the HOMO-LUMO gap (spin up / spin down): 0.2121 / 0.3083 Eh. Its charge is 0. Its spin multiplicity is 3.

Record 4
Density functional theory data (ωB97M-V with the def2-TZVPD basis set) for C19H31F9OP2Zn as an isolated structure at a distorted geometry.

The geometry in XYZ format:
```
63
Properties=species:S:1:pos:R:3:forces:R:3
P -0.126852 1.981328 -2.522091 2.48 -0.78 -0.14
P 0.835918 -1.803079 -2.100051 0.48 -0.83 -1.38
C 0.982273 0.885612 -3.472453 -0.44 0.11 -0.99
C 0.481345 -0.555997 -3.474664 -0.32 -0.53 -0.46
H 2.018068 0.926834 -3.094104 -0.68 0.17 0.30
H 1.004291 1.248447 -4.505059 -0.15 -0.07 -0.15
H -0.611637 -0.650463 -3.600995 0.40 0.22 -0.14
H 0.947742 -1.045944 -4.340235 -0.28 0.07 0.04
C 2.171843 -2.713883 -2.976599 0.27 0.16 -0.11
H 2.536513 -3.588755 -2.428761 -0.19 0.30 0.04
H 3.028047 -2.086861 -3.253927 -0.19 -0.01 0.38
H 1.717393 -3.062679 -3.907264 -0.03 -0.05 -0.10
C -0.452288 -3.055089 -2.352409 -1.05 -0.72 -1.12
H -0.090238 -3.877435 -2.985048 -0.28 0.09 0.18
H -1.329231 -2.625719 -2.847611 -0.09 -0.16 0.09
H -0.750575 -3.474238 -1.384118 0.04 0.19 -0.24
C 0.433231 3.653006 -2.759871 -0.15 0.63 -0.30
H -0.249602 4.347086 -2.264944 -0.02 -0.01 -0.10
H 0.462686 3.875913 -3.836127 0.06 0.06 0.32
H 1.418232 3.781292 -2.308638 -0.04 -0.18 -0.11
C -1.794956 1.877637 -3.195518 -0.70 -0.05 -0.05
H -2.185288 0.851018 -3.246555 0.29 0.31 0.07
H -1.779407 2.286744 -4.225298 0.12 -0.17 0.54
H -2.513982 2.467135 -2.604569 0.36 -0.11 -0.11
Zn -2.271070 1.127050 2.255919 0.67 0.44 0.18
C 1.029589 -1.912777 -0.311911 0.99 0.95 1.50
C 2.495672 -1.785052 -0.273259 -2.34 -1.50 0.39
C 3.201216 -0.616214 0.155372 1.90 1.62 0.84
C 2.426773 0.715523 0.424568 1.22 -0.67 0.27
C 1.862402 1.220218 -0.825155 -0.74 -1.16 -1.87
C 0.400751 1.396815 -0.916688 -1.32 0.07 1.65
C -0.589107 0.182417 -0.556263 0.00 0.65 0.20
C -0.040654 -0.939015 0.326260 0.41 -0.61 0.01
C -3.037021 2.850747 1.964300 -0.57 0.36 -0.03
H 0.723435 -2.927882 0.034802 0.05 0.32 -0.95
H 3.033503 -2.718001 -0.479474 -0.13 0.44 0.40
H 3.950714 -0.392625 -0.633444 0.13 0.51 0.46
H 3.768239 -0.895671 1.054480 0.43 0.44 0.29
H 1.686404 0.586874 1.206200 0.04 0.05 0.23
H 3.131706 1.471645 0.811746 0.14 -0.38 0.19
H 2.531459 1.833878 -1.405707 -0.11 0.39 -0.25
H 0.124419 2.186551 -0.192721 -0.84 0.45 0.20
H -1.126319 -0.158962 -1.462346 0.28 -0.28 0.45
H -1.384868 0.655886 0.053512 -0.07 -0.01 -0.27
H 0.328185 -0.467541 1.238718 -0.09 -0.54 -0.15
H -0.878076 -1.599054 0.640106 0.19 0.52 -0.22
H -4.136038 2.801084 2.048818 0.43 0.21 -0.23
H -2.721510 3.280564 1.004009 -0.26 -0.05 0.29
H -2.662214 3.485885 2.789298 -0.12 -0.27 -0.40
F -3.589691 0.026290 4.050445 0.84 -1.13 0.10
C -2.686154 -1.007313 4.302780 -0.50 -0.54 0.12
F -3.046793 -1.573412 5.477848 0.29 0.59 -1.26
F -2.855901 -1.913559 3.305314 -0.11 0.81 0.93
C -1.220902 -0.461011 4.269281 0.68 0.38 -0.83
O -0.925278 0.135462 3.035719 -1.05 -0.58 1.43
C -1.026035 0.579932 5.422117 0.41 0.10 0.64
F -1.173863 0.010392 6.661103 0.16 0.74 -1.28
F 0.199522 1.153617 5.361715 -1.32 -0.47 0.15
F -1.955624 1.566647 5.295348 0.74 -0.55 0.24
C -0.176236 -1.623027 4.383431 0.53 -0.47 -0.28
F -0.355291 -2.405408 5.482861 0.20 0.63 -0.96
F -0.265834 -2.410184 3.273927 0.14 0.57 1.25
F 1.076963 -1.102680 4.413879 -1.21 -0.68 0.10
```
Forces are in eV/Å.

As for the HOMO-LUMO gap (spin up / spin down): 0.1339 / 0.1337 Eh. Its charge is 0.

Question: Which value of charge does entry 3 give?
Answer: 0